[1]
101
Properties=species:S:1:pos:R:3:forces:R:3 method="wB97M-V/def2-TZVPD" total_charge=-1 s_squared=8.8211 spin_multiplicity=6 homo_lumo_gap_ev="4.37 / 6.83" e_homo_ev="-2.41 / -4.97"
Ru 0.46918 0.15817 0.06986 0.09 0.21 -0.41
N -1.14646 -3.32408 -2.44767 -0.04 -0.16 -0.07
C -0.36674 -2.32448 -1.89799 0.20 0.02 0.07
S -1.03572 -0.69955 -1.91437 -0.09 0.11 0.08
N 0.79821 -2.64204 -1.44358 -0.19 0.08 -0.12
N 1.44234 -1.58383 -0.86669 0.18 -0.08 0.09
C 2.75236 -1.65843 -0.64854 0.00 0.12 0.03
C 3.55426 -2.84082 -1.03165 0.03 -0.05 0.00
C 3.69959 -3.19432 -2.37087 -0.03 0.02 0.03
C 4.45968 -4.29379 -2.72811 0.03 -0.05 -0.04
C 5.08233 -5.06019 -1.75130 0.02 -0.04 -0.01
C 4.93905 -4.71862 -0.41544 0.03 -0.04 0.02
C 4.17751 -3.61599 -0.05825 -0.02 0.06 -0.02
C 3.35248 -0.52068 -0.06592 -0.02 -0.06 0.03
C 4.74616 -0.37077 0.17027 -0.09 -0.02 -0.02
C 5.22287 0.74984 0.78309 0.00 0.01 0.00
C 4.33134 1.77723 1.16768 -0.10 0.01 0.01
C 3.00035 1.61620 0.86671 0.14 0.14 0.06
N 2.51069 0.53178 0.25942 -0.10 -0.16 0.05
H -1.78807 -3.00547 -3.15497 -0.04 0.00 0.01
H -0.61332 -4.14597 -2.69627 -0.03 0.01 0.00
H 3.20817 -2.59671 -3.12661 -0.02 0.03 -0.03
H 4.56905 -4.55543 -3.77338 0.00 -0.01 -0.01
H 5.67446 -5.92209 -2.03258 0.01 -0.01 0.00
H 5.41669 -5.31303 0.35368 0.00 -0.01 0.00
H 4.05635 -3.34818 0.98369 -0.01 0.01 0.03
H 5.41659 -1.16020 -0.13863 -0.01 -0.03 0.00
H 6.28480 0.84958 0.96898 0.01 0.01 0.01
H 4.66781 2.66776 1.67543 0.01 0.02 0.01
H 2.27150 2.38501 1.09919 0.06 0.00 0.01
C 3.50232 2.35095 -2.46460 0.02 -0.04 0.01
N 2.54539 1.96486 -3.47997 0.09 0.03 -0.01
C 2.47864 2.93719 -4.54404 0.00 0.02 -0.02
C 1.27978 1.48026 -2.93691 0.07 -0.22 0.00
C 0.51755 2.40624 -2.00281 0.00 0.01 -0.04
C 0.08735 3.64950 -2.47076 0.02 0.00 -0.07
C -0.54534 4.56330 -1.64550 -0.02 0.06 0.01
C -0.75696 4.23524 -0.31499 -0.02 0.03 0.01
C -0.39285 2.98012 0.14661 0.02 0.02 -0.01
C 0.21807 2.03228 -0.68523 -0.25 0.01 0.10
H 4.47318 2.52907 -2.93326 0.00 0.01 0.00
H 3.61670 1.54802 -1.73768 0.02 0.03 -0.05
H 3.21081 3.26525 -1.92217 0.00 0.00 0.00
H 3.43129 2.94131 -5.08252 -0.01 0.01 -0.01
H 2.29654 3.96904 -4.20218 -0.02 0.00 0.01
H 1.69231 2.66555 -5.25051 -0.02 -0.01 -0.01
H 1.50378 0.55044 -2.40203 -0.04 0.13 -0.10
H 0.64383 1.19432 -3.78040 0.02 0.01 0.00
H 0.23649 3.90257 -3.51300 0.04 0.01 -0.02
H -0.86564 5.52119 -2.03746 0.00 0.01 0.00
H -1.22809 4.94220 0.35814 -0.01 0.01 0.01
H -0.59853 2.72548 1.17851 -0.03 0.00 0.04
O -1.89649 -1.05824 3.21948 0.01 -0.12 0.07
S -1.63998 0.30406 2.75113 -0.06 0.11 -0.24
N -1.52232 0.27705 1.07149 0.02 -0.16 0.17
Cl 4.76127 -0.76718 7.45000 0.07 -0.01 0.08
C 3.60965 -0.64830 6.14200 0.06 -0.05 -0.03
C 2.53700 0.23324 6.24894 0.00 0.02 0.03
C 1.63006 0.33971 5.22305 -0.06 0.05 0.02
C 1.76726 -0.44230 4.04421 -0.13 -0.10 -0.32
C 2.87918 -1.33431 3.96774 -0.06 0.04 -0.07
C 3.77974 -1.43047 4.99852 -0.02 0.03 0.03
C 0.88846 -0.35765 2.95005 0.14 0.25 0.57
O -0.08258 0.68012 3.04294 -0.04 0.13 0.10
O 0.89769 -1.03319 1.89184 0.03 -0.49 -0.27
H 2.42479 0.83295 7.14262 0.00 0.01 0.02
H 0.80133 1.02714 5.30991 -0.02 0.01 0.00
H 3.00406 -1.92250 3.06806 -0.01 -0.01 0.00
H 4.62356 -2.10407 4.92727 0.02 -0.01 0.02
C -4.16345 -4.45567 -0.70340 -0.01 -0.01 -0.04
C -4.78731 -3.43291 -1.40804 0.01 -0.02 -0.01
C -4.44348 -2.11349 -1.16341 -0.03 0.09 0.06
C -3.47857 -1.83443 -0.20348 0.03 0.00 -0.05
C -2.84612 -2.84559 0.50469 0.01 0.07 0.01
C -3.19541 -4.16298 0.24301 0.02 -0.01 0.03
As -3.06613 -0.02393 0.27071 -0.09 0.08 0.18
C -3.69635 1.40085 -0.87051 -0.20 0.19 0.04
C -3.17476 1.87304 -2.06431 -0.02 -0.09 0.14
C -3.73696 2.99695 -2.65186 -0.03 0.06 -0.05
C -4.80916 3.64350 -2.05414 0.07 -0.01 -0.07
C -5.33083 3.18166 -0.85764 0.11 -0.12 0.07
C -4.77547 2.06109 -0.24779 0.18 -0.08 -0.21
C -5.24292 1.49064 1.03227 0.06 -0.20 0.19
C -6.34535 1.93771 1.75695 0.16 -0.10 -0.09
C -6.70344 1.28000 2.92184 0.01 -0.06 0.06
C -5.98235 0.17753 3.36575 -0.03 0.00 0.02
C -4.87938 -0.27589 2.65450 -0.03 0.07 -0.04
C -4.50399 0.39571 1.50074 -0.27 0.23 -0.08
H -4.42645 -5.48643 -0.90469 -0.01 -0.01 0.00
H -5.53995 -3.66380 -2.15155 0.00 0.00 -0.01
H -4.92116 -1.31088 -1.71676 0.03 -0.02 0.03
H -2.09120 -2.60550 1.24500 0.04 0.01 0.01
H -2.69718 -4.96049 0.77822 0.00 0.00 0.01
H -2.33702 1.38445 -2.53299 0.12 -0.06 -0.03
H -3.32151 3.37428 -3.57676 0.01 0.00 0.00
H -5.23673 4.52284 -2.51834 0.00 0.01 -0.02
H -6.15797 3.70472 -0.39675 -0.01 -0.02 0.03
H -6.92814 2.78349 1.41834 0.00 0.02 -0.03
H -7.55939 1.62589 3.48684 -0.01 0.00 0.02
H -6.27812 -0.33168 4.27387 0.00 0.01 0.00
H -4.30658 -1.12203 3.00805 0.03 -0.01 0.00

=====

[2]
110
Properties=species:S:1:pos:R:3:forces:R:3 method="wB97M-V/def2-TZVPD" total_charge=-2 s_squared=0.7530 spin_multiplicity=2 homo_lumo_gap_ev="3.83 / 3.84" e_homo_ev="-0.35 / -0.35"
Ti -0.05132 0.52296 0.61596 -0.47 0.82 1.06
O 1.69643 -4.72274 -1.86385 0.28 -0.05 -0.13
C 0.60555 -5.09226 -1.23959 -0.39 0.16 0.29
O 0.20013 -6.23124 -1.27275 0.01 -0.12 0.01
C -0.14086 -4.04104 -0.47237 0.37 -0.33 -0.43
C -1.27185 -4.25465 0.27292 -0.20 -0.15 0.23
Cl -2.13420 -5.69491 0.58690 0.04 0.11 0.04
N -1.68592 -3.06459 0.76279 -0.79 -0.13 0.31
N -0.87872 -2.07784 0.36180 -0.11 0.18 0.27
C 0.05044 -2.65035 -0.35528 0.88 0.30 -0.53
C 1.17701 -1.75453 -0.79826 -1.19 0.17 0.11
O 2.11908 -2.17062 -1.42501 1.26 -0.97 -0.64
O 1.04704 -0.54350 -0.41962 1.14 -1.08 -1.06
C -2.78341 -2.81128 1.65916 0.31 0.01 -0.09
C -3.77000 -1.91442 1.30362 0.17 0.20 0.19
C -4.77758 -1.62334 2.21512 0.12 -0.11 0.38
C -4.78767 -2.23592 3.46281 0.00 0.09 -0.11
C -3.79029 -3.13982 3.80143 0.04 -0.12 -0.02
C -2.77974 -3.42713 2.89774 0.00 -0.10 0.25
H 1.90356 -3.75327 -1.74932 0.01 0.24 -0.01
H -3.72899 -1.43367 0.33375 0.16 0.00 0.44
H -5.54176 -0.89995 1.95563 0.27 -0.21 0.27
H -5.56684 -1.99155 4.17828 0.05 -0.02 -0.05
H -3.77360 -3.59451 4.78502 0.00 0.01 -0.05
H -1.96304 -4.08687 3.16179 -0.02 0.05 0.01
N -0.88584 1.66836 -0.85049 0.06 0.52 -1.12
S -0.27058 2.46851 -2.12350 -0.58 0.18 0.26
C -1.73885 2.83703 -3.10977 0.09 -0.43 -0.20
C -2.76978 3.65371 -2.66514 -0.13 0.18 0.08
C -3.90803 3.81049 -3.44818 0.13 -0.17 0.16
C -4.01718 3.13638 -4.65895 -0.08 -0.03 0.05
C -2.98247 2.32668 -5.09895 0.16 0.00 0.01
C -1.83033 2.18034 -4.32809 0.04 -0.06 -0.27
C -0.05732 4.17329 -1.57960 -0.05 0.08 0.09
C 0.34793 5.11628 -2.51079 0.09 0.10 -0.04
C 0.38928 6.45602 -2.14453 -0.01 -0.11 -0.07
C 0.02665 6.83612 -0.85717 0.03 -0.03 0.01
C -0.32762 5.87245 0.07741 -0.02 -0.03 -0.01
C -0.36556 4.52782 -0.27966 0.05 0.02 0.11
H -1.86698 1.89965 -0.74742 -0.10 0.12 0.08
H -2.68524 4.18643 -1.72286 -0.01 -0.06 -0.05
H -4.72011 4.42691 -3.09019 -0.03 0.05 0.01
H -4.92384 3.23005 -5.24755 0.07 0.02 0.02
H -3.06742 1.79371 -6.03843 0.04 0.02 0.03
H -1.01225 1.53685 -4.64752 -0.15 -0.08 0.11
H 0.62386 4.80231 -3.51482 -0.07 0.07 0.09
H 0.69532 7.20428 -2.86653 -0.01 -0.03 0.01
H 0.03089 7.88443 -0.58120 0.04 -0.04 0.00
H -0.58282 6.16522 1.08971 0.03 -0.04 -0.04
H -0.61233 3.75378 0.44127 -0.02 0.07 -0.02
Cl 0.93882 -2.93048 3.13665 0.10 0.07 -0.14
Ge 0.58494 -0.70064 2.86711 -0.18 -0.63 1.37
Cl 2.06587 0.05033 4.37361 0.08 -0.04 -0.16
Cl -1.20809 -0.65205 4.29726 0.02 0.07 -0.06
C -3.96952 -3.71681 -2.03570 0.04 0.08 0.03
C -4.68541 -2.48454 -1.55295 -0.19 -0.34 -0.24
C -4.29110 -1.22610 -1.97628 0.05 0.39 -0.24
C -4.92035 -0.08476 -1.49161 0.20 -0.12 -0.29
C -5.94758 -0.20831 -0.57361 -0.20 -0.01 -0.09
C -6.37417 -1.45824 -0.14782 -0.27 -0.24 -0.48
C -5.74188 -2.58688 -0.64729 -0.42 0.02 -0.19
S -6.63510 1.24182 0.14271 -0.01 -0.20 -0.25
O -6.39722 2.34140 -0.74911 0.05 0.18 -0.16
O -7.97462 1.00046 0.60219 -0.07 -0.07 0.15
N -5.69488 1.35133 1.48339 0.38 0.76 0.23
C -4.28062 1.73642 1.21219 -0.49 -0.22 0.16
C -3.38864 1.63285 2.44254 0.00 0.05 0.13
C -1.99977 1.34631 1.92355 0.08 0.03 -0.07
O -0.98451 2.05866 2.09055 -0.71 -0.39 0.04
O -1.93350 0.30469 1.17875 -0.83 0.32 0.46
H -3.25859 -3.48038 -2.82836 -0.01 0.00 0.04
H -4.67829 -4.45788 -2.41092 0.02 0.00 0.03
H -3.41203 -4.17737 -1.21469 -0.12 0.03 -0.12
H -3.46970 -1.12480 -2.67983 -0.04 -0.01 0.07
H -4.61431 0.89747 -1.82371 0.05 0.06 -0.05
H -7.18846 -1.52808 0.56530 0.08 -0.06 -0.10
H -6.05495 -3.57040 -0.31126 0.02 0.06 0.02
H -6.17554 1.93469 2.16567 0.10 -0.07 -0.03
H -4.20195 2.71871 0.74286 -0.14 0.09 0.00
H -3.91352 0.99540 0.50749 -0.01 0.04 -0.05
H -3.68921 0.76179 3.02897 0.07 0.02 0.04
H -3.39668 2.52151 3.07127 -0.03 0.05 -0.02
C -0.15081 -0.51962 -3.27055 -0.13 -0.22 -0.50
C 0.18092 -1.39577 -4.31364 -0.29 0.17 0.09
C -0.80908 -2.16503 -5.03250 0.19 0.00 0.01
C -0.47382 -3.03140 -6.06097 -0.03 0.12 0.18
C 0.85149 -3.21124 -6.46726 0.06 0.03 0.02
C 1.84062 -2.48247 -5.78588 -0.10 0.09 0.02
C 1.53541 -1.60619 -4.76276 -0.16 -0.08 -0.03
H -1.17509 -0.43953 -2.90130 0.16 -0.06 -0.08
H 0.60267 0.08591 -2.78604 0.08 -0.29 0.03
H -1.85461 -2.04777 -4.74089 0.10 -0.04 -0.06
H -1.26312 -3.59384 -6.56129 0.05 0.09 0.07
H 1.10715 -3.90248 -7.26553 -0.02 0.07 0.10
H 2.88447 -2.61688 -6.07182 -0.11 0.04 0.07
H 2.32851 -1.07775 -4.23856 -0.04 -0.07 -0.07
Br 8.16666 -0.00875 0.92581 0.04 -0.03 -0.03
C 6.35788 0.49476 0.60660 0.06 0.03 0.02
C 5.33978 -0.27434 1.13036 -0.30 -0.10 0.05
C 4.02557 0.14756 0.95047 0.31 -0.41 0.17
C 3.74840 1.29244 0.23240 -0.56 -0.03 0.35
C 4.77802 2.01496 -0.33114 0.49 0.23 -0.16
C 6.10153 1.63456 -0.13054 -0.17 0.20 -0.14
C 2.32442 1.76996 0.06483 0.93 -0.48 1.27
O 2.04947 2.36274 -0.94600 -0.48 0.86 -1.19
O 1.51155 1.54563 1.06140 0.82 0.64 -0.43
H 5.55756 -1.18606 1.66991 -0.02 0.04 0.03
H 3.21283 -0.44131 1.34736 -0.04 -0.01 0.12
H 4.53628 2.88933 -0.92150 0.04 0.01 0.00
H 6.91875 2.21538 -0.53811 -0.04 -0.01 -0.01

=====

[3]
105
Properties=species:S:1:pos:R:3:forces:R:3 method="wB97M-V/def2-TZVPD" total_charge=+1 s_squared=6.1215 spin_multiplicity=5 homo_lumo_gap_ev="6.21 / 6.71" e_homo_ev="-9.73 / -10.77"
Pd -0.17805 0.73130 -0.95149 -0.12 0.10 0.29
Cl 1.98016 1.48132 -1.57302 0.53 0.16 -0.16
C 2.46585 1.01624 0.03617 -0.12 0.16 -0.14
C 4.84615 1.24064 0.64814 0.06 -0.04 0.05
C 4.57896 1.82055 2.00554 0.01 0.00 -0.01
C 3.42041 1.93096 2.70527 -0.08 0.00 0.06
C 2.06936 1.65867 2.35822 0.03 0.04 0.05
Cl 0.92493 1.81801 3.63601 -0.03 0.01 0.01
C 1.53060 1.37780 1.05201 -0.01 -0.07 0.05
N 0.23226 1.43346 0.84424 -0.14 -0.18 -0.17
H 5.76026 0.63494 0.73085 0.00 0.03 0.00
H 5.45811 2.19490 2.51570 0.06 0.00 0.02
H 3.52463 2.30883 3.71621 0.01 -0.01 0.00
Cl -10.51281 3.93655 2.55170 0.01 0.00 -0.01
C -9.22466 2.97331 1.91671 0.01 0.00 0.00
C -8.22638 3.56768 1.16287 -0.03 -0.07 0.02
C -7.21175 2.76869 0.66313 -0.01 0.00 -0.01
C -7.15998 1.39793 0.89885 0.04 0.04 -0.05
C -6.01770 0.59953 0.31434 -0.06 0.01 -0.06
C -5.06817 0.01487 1.35268 0.04 -0.03 0.06
N -3.82453 -0.34779 0.69119 0.12 -0.05 0.09
C -3.58192 -1.50131 -0.01416 0.05 0.00 -0.09
C -2.37341 -1.33899 -0.61377 0.04 -0.12 0.15
N -1.88418 -0.10327 -0.26426 -0.28 -0.12 -0.03
C -2.78300 0.47083 0.50531 0.06 0.09 0.12
O -6.44508 -0.49009 -0.47450 -0.04 0.04 0.05
C -6.66083 -0.18176 -1.85094 -0.08 -0.04 -0.03
C -5.37846 -0.21866 -2.62168 0.03 -0.01 -0.16
C -4.83002 -1.36708 -3.11580 -0.02 -0.03 0.11
Cl -5.45550 -2.95465 -2.93367 -0.02 0.00 0.01
S -3.33299 -1.12449 -3.89950 0.00 0.05 -0.11
C -3.41711 0.55817 -3.60792 0.03 0.00 0.09
C -4.54270 0.89883 -2.92363 0.00 -0.05 -0.06
C -8.17917 0.84099 1.66321 -0.08 -0.09 0.07
Cl -8.20214 -0.85710 2.02640 -0.06 0.00 0.04
C -9.21112 1.61149 2.17110 0.00 0.04 -0.01
H -8.25287 4.62860 0.96457 0.00 0.03 -0.01
H -6.43650 3.22216 0.05720 0.03 0.02 -0.02
H -5.42345 1.29364 -0.29558 -0.01 -0.02 0.00
H -5.49764 -0.87996 1.79945 0.01 0.07 -0.01
H -4.85178 0.73135 2.14492 0.02 0.02 -0.04
H -4.29445 -2.30377 -0.04619 -0.04 -0.05 -0.01
H -1.82694 -2.00763 -1.25282 0.00 0.00 0.02
H -2.69523 1.45427 0.92956 -0.02 0.00 0.01
H -7.16170 0.78651 -1.95662 0.05 -0.01 0.02
H -7.34127 -0.95162 -2.21247 0.01 0.04 -0.02
H -2.64454 1.20705 -3.98313 0.07 0.04 0.00
H -4.79536 1.91948 -2.67534 -0.02 0.06 0.02
H -9.99191 1.15403 2.75958 -0.02 -0.01 0.02
C -1.76502 3.91275 1.78817 0.02 0.00 0.00
N -0.56308 4.27171 1.05620 -0.01 0.00 -0.07
C 0.51710 4.94140 1.58935 0.11 0.04 -0.05
C 1.44800 5.04659 0.61545 -0.05 0.00 0.10
N 0.91528 4.43221 -0.49352 -0.11 -0.05 0.02
C -0.30749 3.93587 -0.21991 0.01 0.04 -0.12
S -1.29218 3.04001 -1.29437 0.00 -0.10 -0.14
H -1.93486 4.65739 2.56122 0.00 -0.02 0.02
H -1.63041 2.92815 2.23318 0.01 -0.01 0.04
H -2.60350 3.90822 1.09626 -0.01 -0.01 0.01
H 0.52562 5.27981 2.60846 0.01 0.03 0.04
H 2.41772 5.50502 0.61496 0.06 0.04 0.01
H 1.34387 4.33873 -1.39988 0.01 -0.01 0.02
O 0.95660 -1.25532 -0.94604 -0.03 0.02 0.11
C 0.74403 -1.32105 -2.18568 -0.02 0.06 0.04
O -0.07590 -0.51683 -2.72944 -0.24 0.12 -0.07
C 1.53089 -2.28924 -3.00548 0.09 -0.03 -0.11
C 2.37107 -3.26266 -2.18584 -0.08 -0.04 0.02
Ge 3.49720 -2.58447 -0.70707 0.13 0.01 -0.06
C 4.05180 -0.69375 -0.87905 0.00 0.02 0.04
C 3.72310 0.26406 0.23984 0.01 -0.09 0.07
C 5.10594 2.33137 -0.35495 -0.04 0.00 0.00
C 5.34498 2.12473 -1.67022 0.00 -0.04 -0.05
C 5.33101 0.89035 -2.36918 0.01 0.10 -0.03
C 4.79305 -0.35320 -1.97306 0.04 -0.08 -0.02
C 5.20887 -3.54189 -0.84865 0.02 0.05 -0.02
C 5.40766 -4.65446 -1.65968 -0.10 -0.06 -0.04
C 6.64360 -5.28520 -1.73176 0.02 0.01 0.03
C 7.70787 -4.80915 -0.98589 0.02 -0.01 0.01
C 7.53003 -3.70519 -0.16252 0.04 -0.05 -0.02
C 6.29478 -3.08563 -0.09920 -0.03 0.12 0.03
C 2.88531 -2.89428 1.12819 -0.07 -0.03 0.03
C 3.56095 -3.85652 1.87939 0.05 -0.05 -0.03
C 3.23536 -4.09591 3.20756 0.01 -0.01 0.02
C 2.23089 -3.36616 3.81977 -0.02 0.01 0.04
C 1.54443 -2.40544 3.09106 0.01 -0.01 0.00
C 1.86307 -2.17870 1.76053 -0.04 0.01 -0.03
H 2.16525 -1.67577 -3.65370 -0.01 0.01 0.00
H 0.84089 -2.80702 -3.67685 0.04 -0.01 0.00
H 3.04308 -3.77543 -2.87253 0.01 -0.07 0.00
H 1.73002 -4.02811 -1.74219 0.01 0.00 0.00
H 3.52532 -0.33800 1.13640 0.02 0.00 -0.04
H 5.16523 3.34383 0.02503 0.04 0.03 0.03
H 5.62068 2.99266 -2.25861 0.02 0.02 -0.01
H 5.77131 0.91111 -3.35849 -0.02 0.01 -0.02
H 4.98339 -1.15413 -2.68385 0.01 -0.02 -0.02
H 4.59147 -5.05985 -2.24474 -0.02 0.00 -0.02
H 6.77180 -6.14907 -2.36842 0.00 -0.05 -0.04
H 8.67136 -5.29698 -1.03967 0.03 -0.01 0.00
H 8.35528 -3.33252 0.42798 0.04 0.03 0.03
H 6.17595 -2.22657 0.55407 -0.01 0.03 0.00
H 4.36031 -4.43176 1.42758 -0.01 0.01 0.01
H 3.77358 -4.85157 3.76298 0.02 -0.03 0.02
H 1.98043 -3.54767 4.85674 0.00 0.00 0.01
H 0.75112 -1.83414 3.55570 -0.03 0.02 0.02
H 1.28948 -1.44774 1.20974 0.01 0.01 -0.02

=====

These records have relative energy (zero: lowest compared OMol25 entry of this formula, charge and spin) values of 18.3 25.1 33.5 kcal/mol, in the order they appear.
These records have F_max values of 0.0125 0.0369 0.0112 Eh/bohr, in the order they appear.